C4H8NO2 | ωB97M-V/def2-TZVPD

Its energy is -362.2804 a.u. The charge is -1. Its energy above the lowest of the compared OMol25 structures with the same formula, charge and spin is 640.04 kJ/mol. The calculation puts the frontier orbital gap at 4.868 eV.

Atoms and positions in Å:
1 C 2.21 -0.09 0.18
2 O 3.10 0.91 -0.02
3 C 0.74 0.50 0.29
4 C -0.35 -0.48 0.19
5 C -1.78 0.04 0.17
6 N -2.00 0.26 -1.34
7 O -2.26 0.48 1.28
8 H 2.07 -0.73 -0.66
9 H 2.41 -0.72 1.10
10 H 0.76 1.10 1.30
11 H 0.75 1.21 -0.47
12 H -0.20 -1.05 -0.75
13 H -0.12 -1.16 1.05
14 H -2.98 0.46 -1.76
15 H -2.35 -0.74 -0.56

=====

C29H38N4O8W | ωB97M-V/def2-TZVPD

Its energy is -2015.8618 a.u. The charge is 0. The multiplicity is 3. Its energy above the lowest of the compared OMol25 structures with the same formula, charge and spin is 135.60 kJ/mol. The calculation puts the frontier orbital gap (spin up / spin down) at 5.692 / 7.530 eV.

Atoms and positions in Å:
1 W -0.31 -0.75 -0.16
2 C -1.55 1.29 -0.61
3 C -0.41 1.31 -1.48
4 C 0.75 1.43 -0.62
5 C 0.25 1.53 0.71
6 C -1.16 1.51 0.72
7 C -2.07 1.89 1.87
8 C -1.27 2.02 3.17
9 C -2.66 3.26 1.52
10 C -3.21 0.89 2.08
11 C 2.26 1.62 -0.89
12 C 2.49 2.94 -1.64
13 C 2.93 0.48 -1.68
14 C 3.03 1.75 0.43
15 C -0.63 1.60 -2.97
16 C -2.03 1.19 -3.47
17 C -0.61 3.14 -3.11
18 C 0.40 0.98 -3.92
19 H -2.57 1.22 -0.95
20 H 0.86 1.63 1.59
21 H -0.53 2.83 3.10
22 H -0.75 1.10 3.42
23 H -1.94 2.26 3.99
24 H -1.88 3.98 1.29
25 H -3.25 3.63 2.36
26 H -3.32 3.19 0.65
27 H -2.83 -0.08 2.41
28 H -3.77 0.72 1.16
29 H -3.89 1.28 2.83
30 H 2.22 2.89 -2.69
31 H 3.55 3.19 -1.59
32 H 1.93 3.76 -1.18
33 H 2.29 0.05 -2.45
34 H 3.23 -0.31 -1.00
35 H 3.83 0.86 -2.15
36 H 2.77 2.66 0.97
37 H 4.10 1.80 0.20
38 H 2.88 0.89 1.09
39 H -2.81 1.80 -3.00
40 H -2.28 0.15 -3.32
41 H -2.08 1.41 -4.54
42 H -1.39 3.58 -2.48
43 H -0.82 3.41 -4.14
44 H 0.34 3.58 -2.83
45 H 0.41 -0.11 -3.84
46 H 1.40 1.35 -3.74
47 H 0.13 1.23 -4.94
48 O 1.47 -1.05 0.54
49 N 1.80 -1.39 1.84
50 N 0.68 -1.24 2.54
51 O -0.46 -0.86 1.91
52 C 0.61 -1.53 3.89
53 C 1.77 -1.87 4.59
54 C 1.68 -2.16 5.94
55 C 0.46 -2.10 6.61
56 C -0.68 -1.76 5.90
57 C -0.62 -1.47 4.55
58 H 2.72 -1.91 4.07
59 H 2.58 -2.42 6.48
60 H 0.41 -2.33 7.66
61 H -1.63 -1.71 6.41
62 H -1.51 -1.21 4.00
63 O -0.65 -4.66 -4.64
64 C 0.55 -4.75 -4.08
65 O 1.36 -5.59 -4.40
66 C 0.88 -3.75 -3.03
67 C 2.06 -3.72 -2.29
68 N 1.98 -2.68 -1.44
69 N 0.82 -2.01 -1.61
70 C 0.14 -2.66 -2.55
71 C -1.25 -2.17 -2.66
72 O -2.07 -2.64 -3.44
73 O -1.45 -1.18 -1.82
74 H -1.21 -3.94 -4.25
75 H 2.92 -4.36 -2.33
76 H 2.58 -2.39 -0.67
77 O -0.78 -2.85 0.31
78 C -2.01 -2.65 0.55
79 O -2.47 -1.50 0.46
80 H -2.65 -3.50 0.81

=====

C3H5NO2 | ωB97M-V/def2-TZVPD

Its energy is -322.4658 a.u. The charge is 0. Its energy above the lowest of the compared OMol25 structures with the same formula, charge and spin is 285.05 kJ/mol. The calculation puts the frontier orbital gap at 10.158 eV.

Atoms and positions in Å:
1 C 0.39 1.37 -0.48
2 C -0.04 0.24 0.39
3 N 0.61 -0.24 1.37
4 O -1.28 -0.37 0.12
5 C -0.56 -1.48 -0.34
6 O 0.15 -2.19 0.32
7 H -0.02 2.28 -0.03
8 H 0.06 1.33 -1.52
9 H 1.48 1.44 -0.45
10 H -0.03 -0.74 1.99
11 H -0.77 -1.64 -1.38

=====

H22NeO11 | ωB97M-V/def2-TZVPD

Its energy is -969.7568 a.u. The charge is 0. Its energy above the lowest of the compared OMol25 structures with the same formula, charge and spin is 147.44 kJ/mol. The calculation puts the frontier orbital gap at 9.569 eV.

Atoms and positions in Å:
1 Ne -0.63 0.03 -0.05
2 O 2.26 1.10 -1.29
3 H 2.97 0.47 -1.18
4 H 2.69 1.95 -1.37
5 O -2.02 -0.35 2.94
6 H -2.79 -0.82 3.26
7 H -2.37 0.49 2.62
8 O -2.91 1.03 -2.33
9 H -2.57 1.46 -1.55
10 H -2.54 0.14 -2.30
11 O -1.91 2.41 -0.23
12 H -2.18 2.27 0.68
13 H -1.80 3.36 -0.30
14 O 1.80 0.82 3.38
15 H 1.30 1.40 2.81
16 H 1.39 -0.04 3.27
17 O 3.83 -1.15 -0.47
18 H 2.92 -1.46 -0.44
19 H 4.01 -0.84 0.42
20 O 0.56 -1.48 2.21
21 H -0.31 -1.22 2.51
22 H 0.40 -1.95 1.39
23 O 1.23 0.80 -3.80
24 H 1.55 1.01 -2.92
25 H 1.86 1.22 -4.39
26 O 0.72 2.15 1.31
27 H -0.23 2.18 1.18
28 H 1.07 1.84 0.48
29 O -2.83 -1.85 -1.72
30 H -2.14 -2.05 -2.35
31 H -2.95 -2.67 -1.23
32 O -0.19 -3.13 0.09
33 H 0.51 -3.17 -0.57
34 H -0.69 -3.94 -0.05

=====

C3H2N2O2 | ωB97M-V/def2-TZVPD

Its energy is -375.4787 a.u. The charge is 0. The SMILES is [H]/N=C(/C#N)OC=O. Its energy above the lowest of the compared OMol25 structures with the same formula, charge and spin is 86.24 kJ/mol. The calculation puts the frontier orbital gap at 11.391 eV.

Atoms and positions in Å:
1 H -0.79 -1.41 -0.86
2 N -1.38 -0.68 -0.47
3 C -0.71 0.13 0.21
4 C -1.35 1.29 0.82
5 N -1.85 2.23 1.27
6 O 0.64 0.12 0.53
7 C 1.56 -0.43 -0.31
8 O 1.34 -0.95 -1.36
9 H 2.55 -0.30 0.15

=====

CH3NO2P2 | ωB97M-V/def2-TZVPD

Its energy is -927.7884 a.u. The charge is 0. The SMILES is N#CPO.O=P. Its energy above the lowest of the compared OMol25 structures with the same formula, charge and spin is 166.73 kJ/mol. The calculation puts the frontier orbital gap at 8.476 eV.

Atoms and positions in Å:
1 N 0.83 -0.48 0.09
2 C -0.27 -0.43 0.43
3 P -1.84 -0.16 1.21
4 O -2.20 1.40 0.77
5 H -2.61 -0.61 0.16
6 H -2.84 1.86 1.26
7 O 2.82 -0.40 -2.50
8 P 3.07 -1.13 -1.26
9 H 3.03 -0.06 -0.17

=====

C4H8 | ωB97M-V/def2-TZVPD

Its energy is -157.0978 a.u. The charge is 0. The SMILES is C=C.C=C. Its energy above the lowest of the compared OMol25 structures with the same formula, charge and spin is 226.24 kJ/mol. The calculation puts the frontier orbital gap at 10.472 eV.

Atoms and positions in Å:
1 C 4.75 5.42 4.43
2 C 4.13 6.41 5.05
3 H 4.14 4.65 3.96
4 H 5.84 5.31 4.40
5 H 3.04 6.51 5.06
6 H 4.72 7.14 5.62
7 C 2.29 7.25 3.13
8 C 1.62 6.60 4.09
9 H 2.65 6.71 2.25
10 H 2.52 8.32 3.20
11 H 1.34 5.54 4.05
12 H 1.31 7.17 4.97

=====

C19H30BKO23 | ωB97M-V/def2-TZVPD

Its energy is -3097.6510 a.u. The charge is 0. Its energy above the lowest of the compared OMol25 structures with the same formula, charge and spin is 0.00 kJ/mol. The calculation puts the frontier orbital gap at 8.831 eV.

Atoms and positions in Å:
1 K -0.13 0.09 0.61
2 O 2.59 0.72 -0.09
3 C 3.47 0.06 0.43
4 O 3.29 -0.94 1.25
5 B 4.61 -1.45 1.73
6 O 5.59 -0.65 0.94
7 C 4.99 0.25 0.20
8 O 5.49 1.10 -0.47
9 O 4.73 -2.88 1.54
10 C 5.29 -3.41 2.63
11 O 5.63 -4.55 2.76
12 C 5.30 -2.31 3.72
13 O 4.82 -1.20 3.16
14 O 5.61 -2.45 4.86
15 C -1.27 -4.20 -0.54
16 O -0.01 -4.20 -1.22
17 C 0.91 -3.42 -0.65
18 O 0.67 -2.61 0.21
19 O 2.13 -3.60 -1.14
20 C 2.36 -4.53 -2.19
21 H -1.87 -5.04 -0.90
22 H -1.79 -3.26 -0.75
23 H -1.13 -4.34 0.53
24 H 3.43 -4.68 -2.23
25 H 2.01 -4.14 -3.15
26 H 1.83 -5.47 -2.05
27 C -4.24 -3.27 1.30
28 O -4.68 -1.91 1.17
29 C -3.73 -0.98 1.18
30 O -2.57 -1.15 1.47
31 O -4.30 0.18 0.91
32 C -3.45 1.32 0.87
33 H -5.02 -3.84 1.80
34 H -3.35 -3.32 1.92
35 H -4.12 -3.69 0.30
36 H -2.92 1.39 -0.09
37 H -2.70 1.27 1.66
38 H -4.06 2.21 0.98
39 C -3.85 -1.90 -2.66
40 O -2.66 -1.82 -3.43
41 C -1.66 -1.18 -2.86
42 O -1.65 -0.74 -1.73
43 O -0.68 -1.05 -3.73
44 C 0.58 -0.59 -3.22
45 H -3.65 -2.43 -1.72
46 H -4.57 -2.48 -3.23
47 H -4.27 -0.93 -2.42
48 H 0.48 0.43 -2.84
49 H 1.25 -0.52 -4.07
50 H 0.98 -1.30 -2.50
51 C 1.39 3.98 -1.92
52 O -0.01 4.26 -1.77
53 C -0.76 3.26 -1.32
54 O -0.37 2.13 -1.15
55 O -2.01 3.63 -1.07
56 C -2.44 4.97 -1.33
57 H 1.83 4.89 -2.32
58 H 1.54 3.11 -2.55
59 H 1.85 3.81 -0.95
60 H -1.91 5.68 -0.70
61 H -3.50 5.01 -1.16
62 H -2.23 5.23 -2.37
63 C 2.12 2.97 2.64
64 O 0.85 3.60 2.53
65 C -0.20 2.82 2.75
66 O -0.15 1.64 3.00
67 O -1.36 3.47 2.67
68 C -1.39 4.84 2.30
69 H 2.27 2.17 1.90
70 H 2.26 2.57 3.64
71 H 2.88 3.70 2.39
72 H -2.39 5.06 1.93
73 H -0.69 5.07 1.50
74 H -1.23 5.51 3.15